Entry A
The following is a DFT calculation (ωB97M-V/def2-TZVPD) of C7H15NO as an isolated structure.

## Properties
Lowest unoccupied orbital energy (spin up / spin down) = -0.20 / -0.20 eV
Kohn-Sham gap (spin up / spin down) = 6.88 / 6.87 eV

Atoms and positions in Å:
C 1.003 -0.577 0.662
C -0.295 -0.935 1.166
C -0.208 0.694 -1.281
C 1.688 0.647 1.141
C 1.706 -1.564 -0.187
C -2.423 0.103 0.027
C -1.136 -0.663 -0.286
N -0.287 2.036 -0.773
O -1.183 -1.666 -1.039
H 0.509 2.618 -1.004
H -1.128 2.524 -1.050
H -0.659 -0.296 1.967
H -0.453 -1.992 1.381
H 0.809 0.439 -1.568
H -0.854 0.484 -2.136
H 2.547 0.912 0.523
H 0.991 1.495 1.142
H 2.035 0.485 2.169
H 2.081 -2.381 0.440
H 2.538 -1.130 -0.742
H 0.979 -2.020 -0.879
H -2.976 0.270 -0.899
H -3.031 -0.528 0.680
H -2.252 1.046 0.545

Mulliken atomic charge list, values in e, 2 entries: 0.9416 -0.9248



Entry B
The following is a DFT calculation (ωB97M-V/def2-TZVPD) of a 2-piece molecular cluster, C7H15NO overall.

## Properties
Lowest unoccupied orbital energy = 0.88 eV
Kohn-Sham gap = 9.83 eV
SMILES = C=CC(=C)C[C@H](C)N.O

Atoms and positions in Å:
C 0.306 -1.408 -2.426
C -0.337 -0.397 -1.890
C -1.005 -0.716 -0.601
C -2.300 -0.442 -0.575
C -0.156 -1.280 0.555
C 0.420 -0.062 1.364
C 1.348 0.956 0.735
N 1.149 -0.710 2.503
H 0.533 -2.399 -2.135
H 0.873 -1.369 -3.404
H -0.535 0.520 -2.460
H -3.099 -0.769 0.054
H -2.643 0.167 -1.425
H 0.583 -2.040 0.245
H -0.776 -1.874 1.193
H -0.381 0.584 1.862
H 2.266 0.564 0.238
H 1.803 1.598 1.458
H 0.896 1.369 -0.152
H 1.871 -0.056 2.798
H 1.498 -1.633 2.382
O -0.996 3.163 -0.340
H -0.304 3.781 -0.302
H -1.016 2.453 0.324

Mulliken atomic charge list, values in e, 2 entries: -0.8593 -0.3985



Stability verdict: entry B, ahead by 91.8 kJ/mol



Entry A
The following is a DFT calculation (ωB97M-V/def2-TZVPD) of one molecule with the formula C6H11NS.

## Properties
Lowest unoccupied orbital energy = 0.90 eV
Kohn-Sham gap = 9.30 eV
SMILES = C[C@@]1(N)[C@@H]2CCS[C@@H]21

Atoms and positions in Å:
C 2.310 -0.258 -0.541
C 0.897 -0.444 0.060
N 0.873 -1.018 1.385
C 0.009 0.650 -0.410
C -1.145 1.143 0.434
C -2.289 0.328 -0.017
S -1.723 -1.458 -0.168
C -0.200 -0.796 -0.860
H 2.158 -0.019 -1.581
H 2.898 -1.170 -0.402
H 2.811 0.521 0.017
H 1.074 -0.287 2.104
H 0.062 -1.621 1.461
H 0.498 1.381 -1.059
H -0.993 0.977 1.506
H -1.370 2.202 0.377
H -2.687 0.611 -1.023
H -3.191 0.398 0.603
H 0.007 -1.138 -1.886

Mulliken atomic charge list, values in e, 2 entries: -1.3261 0.5417



Entry B
The following is a DFT calculation (ωB97M-V/def2-TZVPD) of C6H11NS as an isolated structure.

## Properties
Lowest unoccupied orbital energy = 0.70 eV
Kohn-Sham gap = 9.45 eV

Atoms and positions in Å:
C -0.572 -0.051 0.031
C 0.380 -1.352 -0.165
C 1.480 -0.542 -0.694
C 0.480 0.475 -1.171
C -0.357 0.491 1.375
C 0.373 1.643 1.552
H -2.393 0.523 1.075
H -2.317 -1.169 -0.033
H 0.470 -1.939 0.866
H -0.054 -2.316 -0.674
H 2.452 -0.456 -0.051
H 1.853 -1.062 -1.560
H 0.884 1.416 -1.237
H -1.375 0.113 -2.026
H -0.683 0.005 2.209
H 0.847 2.081 0.712
H 0.645 2.046 2.585
N -1.959 -0.119 0.049
S -0.156 0.212 -2.841

Mulliken atomic charge list, values in e, 2 entries: 0.9201 -0.7607



Stability verdict: entry A, ahead by 419.9 kJ/mol



Entry A
The following is a DFT calculation (ωB97M-V/def2-TZVPD) of one molecule with the formula C6H11NS.

## Properties
Lowest unoccupied orbital energy = -0.28 eV
Kohn-Sham gap = 8.52 eV
SMILES = CC[C@@]1(C=S)N[C@@H]1C

Atoms and positions in Å:
C 1.840 1.691 0.208
C 0.957 0.995 -0.749
C 0.084 -0.044 0.013
C 0.844 -1.231 0.505
S 2.159 -1.931 -0.066
N -0.956 0.537 0.902
C -1.358 -0.102 -0.301
C -2.152 -1.432 -0.304
H 1.262 2.035 1.066
H 2.561 1.013 0.672
H 2.368 2.535 -0.289
H 1.522 0.554 -1.589
H 0.313 1.683 -1.315
H 0.380 -1.698 1.405
H -1.096 -0.017 1.726
H -1.691 0.671 -1.019
H -1.642 -2.221 0.296
H -2.260 -1.753 -1.350
H -3.136 -1.284 0.190

Mulliken atomic charge list, values in e, 2 entries: -1.2158 -0.6586



Entry B
The following is a DFT calculation (ωB97M-V/def2-TZVPD) of one molecule with the formula C6H11NS.

## Properties
Lowest unoccupied orbital energy = 0.94 eV
Kohn-Sham gap = 9.04 eV
SMILES = C/C=C(C)/N=C/SC

Atoms and positions in Å:
C 2.760 1.376 -0.210
C 1.283 1.013 -0.266
C 0.614 -0.080 0.174
C 1.210 -1.505 0.600
N -0.785 -0.163 0.026
C -1.557 0.832 0.425
S -3.253 0.669 0.204
C -3.283 -0.954 -0.589
H 2.922 1.919 0.740
H 3.116 2.130 -0.947
H 3.437 0.511 -0.419
H 0.631 1.767 -0.821
H 2.269 -1.303 0.981
H 1.060 -2.203 -0.263
H 0.600 -1.951 1.417
H -1.147 1.758 0.879
H -3.099 -1.489 0.326
H -2.541 -1.115 -1.275
H -4.235 -1.210 -0.982

Mulliken atomic charge list, values in e, 2 entries: -1.1443 -0.0857



Entry C
The following is a DFT calculation (ωB97M-V/def2-TZVPD) of one molecule with the formula C6H11NS.

## Properties
Lowest unoccupied orbital energy = 0.94 eV
Kohn-Sham gap = 9.14 eV
SMILES = C/N=C1/[C@H](C)[C@H]1SC

Atoms and positions in Å:
C 2.372 -2.018 0.290
N 2.124 -0.768 -0.372
C 1.000 -0.242 -0.336
C 0.298 0.952 -0.787
C 0.567 2.321 -0.252
C -0.339 -0.364 0.302
S -1.670 -1.289 -0.382
C -3.061 -0.238 0.166
H 3.152 -1.864 1.040
H 2.749 -2.719 -0.454
H 1.476 -2.436 0.763
H -0.190 0.870 -1.746
H 1.413 2.759 -0.785
H 0.822 2.294 0.805
H -0.300 2.964 -0.398
H -0.428 -0.105 1.346
H -3.395 -0.564 1.146
H -3.871 -0.344 -0.547
H -2.718 0.790 0.200

Mulliken atomic charge list, values in e, 2 entries: -0.7929 -0.5776



Stability verdict: entry A, ahead by 13.9 kJ/mol



Entry A
The following is a DFT calculation (ωB97M-V/def2-TZVPD) of one molecule with the formula C22H18ClN3O2S.

## Properties
Lowest unoccupied orbital energy = -0.26 eV
Kohn-Sham gap = 7.48 eV
SMILES = NC(=O)c1sc2nc3c(c(-c4ccc(Cl)o4)c2c1N)C[C@H](c1ccccc1)CC3

Atoms and positions in Å:
N 6.906 1.448 -2.083
C 6.092 1.302 -0.982
O 6.719 1.223 0.057
C 4.650 1.258 -0.893
S 3.787 1.407 -2.387
C 2.235 1.547 -1.557
N 1.106 1.686 -2.203
C -0.084 1.582 -1.482
C -0.042 1.388 -0.114
C 1.204 1.352 0.522
C 1.285 1.173 1.968
C 1.621 0.018 2.669
C 1.659 0.412 4.027
C 1.193 1.747 3.961
Cl 1.104 2.951 5.221
O 0.822 2.173 2.803
C 2.368 1.385 -0.207
C 3.772 1.099 0.182
N 4.461 1.045 1.413
C -1.335 1.526 0.759
C -2.500 0.878 0.100
C -2.706 -0.455 0.673
C -1.561 -1.287 0.841
C -1.687 -2.418 1.601
C -2.855 -2.954 1.937
C -3.955 -2.169 1.818
C -3.905 -0.906 1.277
C -2.461 0.822 -1.448
C -1.475 1.758 -2.096
H 7.799 1.096 -1.967
H 6.482 1.656 -3.027
H 1.745 -1.109 2.260
H 1.915 -0.206 4.920
H 5.430 1.301 1.301
H 3.949 1.446 2.199
H -1.203 1.188 1.773
H -1.297 2.613 0.826
H -3.382 1.583 0.472
H -0.605 -1.099 0.462
H -0.826 -2.993 1.848
H -2.871 -3.950 2.283
H -4.835 -2.433 2.313
H -4.734 -0.184 1.402
H -3.470 1.057 -1.842
H -2.350 -0.267 -1.691
H -1.848 2.810 -1.913
H -1.447 1.369 -3.126

Mulliken atomic charge list, values in e, 2 entries: -0.4735 0.8872



Entry B
The following is a DFT calculation (ωB97M-V/def2-TZVPD) of one molecule with the formula C22H18ClN3O2S.

## Properties
Lowest unoccupied orbital energy = 0.01 eV
Kohn-Sham gap = 7.89 eV
SMILES = NC(=O)c1sc2nc3c(c(-c4ccc(Cl)o4)c2c1N)C[C@@H](c1ccccc1)CC3

Atoms and positions in Å:
N 2.394 1.995 6.132
C 2.293 0.951 5.242
O 2.984 0.015 5.557
C 1.497 0.916 3.962
S 0.495 2.253 3.318
C 0.184 1.249 1.983
N -0.528 1.863 1.021
C -0.785 1.163 -0.073
C -0.411 -0.196 -0.247
C 0.378 -0.754 0.748
C 0.896 -2.171 0.600
C 1.650 -2.798 -0.328
C 1.770 -4.114 -0.050
C 1.042 -4.297 1.015
Cl 0.732 -6.003 1.525
O 0.463 -3.126 1.435
C 0.697 0.013 1.958
C 1.497 -0.195 3.181
N 2.250 -1.294 3.319
C -1.122 -1.054 -1.339
C -1.538 -0.203 -2.547
C -2.056 -1.043 -3.700
C -3.351 -0.828 -4.225
C -3.908 -1.692 -5.283
C -3.166 -2.724 -5.830
C -1.936 -3.000 -5.208
C -1.418 -2.197 -4.222
C -2.435 1.001 -2.045
C -1.636 1.901 -1.075
H 3.111 1.858 6.803
H 2.090 3.001 5.855
H 2.089 -2.182 -1.033
H 2.073 -4.998 -0.728
H 2.704 -1.353 4.201
H 1.975 -2.180 2.910
H -0.352 -1.708 -1.679
H -1.803 -1.751 -0.888
H -0.556 0.312 -2.901
H -3.821 0.057 -3.945
H -4.867 -1.433 -5.684
H -3.389 -3.492 -6.603
H -1.187 -3.763 -5.490
H -0.449 -2.521 -3.835
H -2.705 1.471 -2.970
H -3.410 0.578 -1.607
H -2.331 2.445 -0.456
H -0.904 2.407 -1.654

Mulliken atomic charge list, values in e, 2 entries: -0.5025 1.1060



Stability verdict: entry B, ahead by 42.0 kJ/mol



Entry A
The following is a DFT calculation (ωB97M-V/def2-TZVPD) of C2H6CsO as an isolated structure.

## Properties
Lowest unoccupied orbital energy = -3.62 eV
Kohn-Sham gap = 10.84 eV
Total charge = +1

Atoms and positions in Å:
Cs 2.238 2.026 -1.101
C 0.293 -0.346 0.997
C -0.722 -0.075 -0.119
O -0.096 0.126 -1.371
H 0.964 0.510 1.064
H 0.844 -1.228 0.670
H -0.222 -0.476 1.949
H -1.336 0.790 0.132
H -1.368 -0.949 -0.204
H -0.595 -0.379 -2.017

Mulliken atomic charge list, values in e, 2 entries: 1.0159 -0.8603



Entry B
The following is a DFT calculation (ωB97M-V/def2-TZVPD) of C2H6CsO as an isolated structure.

## Properties
Lowest unoccupied orbital energy = -3.81 eV
Kohn-Sham gap = 10.93 eV
Total charge = +1

Atoms and positions in Å:
Cs 1.885 3.115 0.375
C -0.581 -1.215 -0.158
C 0.254 0.031 -0.281
O 0.234 0.814 0.950
H -0.450 -1.745 0.785
H -0.350 -1.905 -0.969
H -1.642 -0.954 -0.180
H -0.103 0.681 -1.084
H 1.315 -0.175 -0.421
H -0.563 1.352 0.982

Mulliken atomic charge list, values in e, 2 entries: 1.0169 -1.0593



Stability verdict: entry A, ahead by 16.0 kJ/mol